No. 1
Entry from OMol25: a molecular structure, CH2FNaO2 at a distorted geometry (ωB97M-V/def2-TZVPD).

HOMO level (eV): -22.4
Kohn-Sham gap (Eh): 0.398
Lowest unoccupied orbital energy (eV): -11.5320
Energy above the lowest of the compared OMol25 structures with the same formula, charge and spin (kcal/mol): 16.8
Energy (Eh): -451.04453

Structure (ORCA input):
```
! RIJCOSX wB97M-V def2-TZVPD def2/J DEFGRID3
* xyz 2 1
H -0.58591 1.31408 0.08055
F -0.20205 -0.85113 1.68912
O 0.38200 0.45025 0.06465
C 0.69435 -0.32860 1.01147
H 1.74948 -0.61012 1.13127
O -0.84376 0.25883 -0.57776
Na -1.19411 -0.23331 -3.39930
*
```

No. 2
Entry from OMol25: 21 unconnected molecules or ions with the total composition C62H144Cl22O20 at a distorted geometry (ωB97M-V/def2-TZVPD).

HOMO level (eV): -9.4
Kohn-Sham gap (Eh): 0.354
Lowest unoccupied orbital energy (eV): 0.1916
Energy (Eh): -14077.08706

Structure (ORCA input):
```
! RIJCOSX wB97M-V def2-TZVPD def2/J DEFGRID3
* xyz 0 1
C -3.74454 -1.06814 -4.11127
O -4.41117 -2.34103 -4.34312
C -4.03974 -3.03692 -5.56969
C -2.56142 -3.20118 -5.65220
O -1.97680 -1.96398 -6.09825
C -0.56449 -1.99892 -6.12368
H -2.66762 -1.14837 -3.96325
H -4.31434 -0.64516 -3.28392
H -3.90955 -0.33949 -4.90496
H -4.50612 -2.56234 -6.43303
H -4.48103 -4.03291 -5.60658
H -2.34018 -3.95791 -6.40487
H -2.06848 -3.57688 -4.75556
H -0.07441 -1.08148 -6.44961
H -0.26657 -2.78530 -6.81718
H -0.07771 -2.17489 -5.16442
C -4.95960 -1.98143 5.77821
O -5.89689 -2.50580 4.82931
C -6.53237 -1.43063 4.13936
C -7.78424 -2.07595 3.46036
O -7.62441 -3.44856 2.91282
C -6.67182 -3.52827 1.85225
H -5.43499 -1.35043 6.52916
H -4.17574 -1.38495 5.31142
H -4.46236 -2.83162 6.24514
H -5.96024 -0.84425 3.42037
H -6.89470 -0.69333 4.85573
H -8.11939 -1.44639 2.63609
H -8.58208 -2.12456 4.20143
H -7.12624 -3.07399 0.97178
H -6.36953 -4.52412 1.52819
H -5.76296 -3.02566 2.18305
C 7.47943 0.56589 0.42194
O 7.21560 -0.79589 0.84560
C 6.88769 -1.03781 2.23252
C 6.57337 0.05115 3.19326
O 7.69873 0.81721 3.56286
C 7.36948 2.18447 3.84236
H 6.70928 1.29541 0.67252
H 7.77456 0.59245 -0.62700
H 8.30588 1.00257 0.98263
H 7.70098 -1.51738 2.77719
H 6.16406 -1.84713 2.32977
H 6.05301 -0.37721 4.04990
H 5.79674 0.66690 2.73962
H 8.14685 2.65409 4.44505
H 6.40799 2.32520 4.33613
H 7.34138 2.72849 2.89824
C -5.61567 4.54815 -2.09192
O -6.03217 5.67127 -1.40710
C -7.13211 5.48248 -0.56334
C -7.65919 6.78646 0.14126
O -8.28215 7.70216 -0.75661
C -8.44242 8.97622 -0.16222
H -5.24864 3.72067 -1.48473
H -4.82093 4.82193 -2.78584
H -6.34444 4.10129 -2.76818
H -6.87569 4.86075 0.29444
H -7.98523 5.02382 -1.06326
H -6.86672 7.26719 0.71484
H -8.45439 6.44196 0.80238
H -9.23344 9.11117 0.57547
H -8.69959 9.68612 -0.94836
H -7.54123 9.37745 0.30142
C 4.19190 3.37043 1.13541
O 4.13202 3.54010 2.53624
C 2.88902 4.14422 3.02722
C 2.96722 5.69851 3.04310
O 4.19446 6.13502 3.81550
C 4.40433 5.58879 5.13152
H 3.79735 4.15930 0.49500
H 3.72602 2.45579 0.76869
H 5.19784 3.24486 0.73492
H 2.71716 3.84842 4.06215
H 2.01502 3.87329 2.43493
H 2.07142 5.98996 3.59146
H 2.88327 6.07088 2.02212
H 4.50037 4.50780 5.23323
H 3.56900 5.92467 5.74594
H 5.19903 6.24015 5.49522
C 3.09323 -9.45522 2.36662
O 2.94482 -8.26950 1.68787
C 2.53390 -7.24146 2.43651
C 2.61668 -5.89193 1.67784
O 3.85278 -5.62237 1.00174
C 4.91590 -5.50931 1.86178
H 3.81947 -9.20082 3.13861
H 3.45019 -10.26442 1.72955
H 2.17450 -9.73459 2.88238
H 3.05817 -7.09046 3.38013
H 1.53588 -7.50030 2.79014
H 2.37972 -5.16909 2.45851
H 1.96775 -5.82736 0.80445
H 5.80093 -5.09917 1.37537
H 5.16132 -6.56576 1.97032
H 4.82686 -5.16637 2.89259
C -4.61932 5.98667 -9.26870
O -3.86281 4.84211 -9.49053
C -3.18285 4.53970 -8.24497
C -2.58448 3.10577 -8.15862
O -1.92176 2.70788 -6.92845
C -1.36085 1.36111 -7.02275
H -5.39500 5.64072 -8.58550
H -5.11616 6.25115 -10.20214
H -4.05061 6.86204 -8.95506
H -3.86753 4.65666 -7.40495
H -2.35514 5.24857 -8.22244
H -1.78071 3.11210 -8.89484
H -3.45348 2.50972 -8.43731
H -2.14263 0.61595 -7.16992
H -0.67036 1.14170 -6.20839
H -0.73812 1.33893 -7.91707
C 2.08557 -2.21096 1.25382
O 0.75040 -1.53399 1.46701
C 0.11091 -1.47908 0.17497
C -0.84493 -0.31402 -0.00375
O -0.78935 0.19451 -1.34240
C -1.57386 1.39697 -1.56720
H 2.48488 -2.38980 2.25215
H 2.66932 -1.40030 0.81773
H 2.02642 -3.13912 0.68536
H -0.32079 -2.47546 0.08037
H 0.79895 -1.32587 -0.65644
H -0.63606 0.42386 0.77086
H -1.87746 -0.63064 0.14361
H -1.12466 2.30354 -1.16168
H -2.58130 1.19478 -1.20347
H -1.62609 1.48574 -2.65232
C 4.13516 10.37841 -0.74969
O 3.25631 9.33897 -0.31584
C 2.36347 8.92963 -1.39920
C 1.34420 7.83737 -0.98312
O 0.76937 8.15845 0.25704
C 0.15218 7.06816 0.85088
H 4.97872 9.80108 -1.12811
H 4.54449 11.00809 0.04028
H 3.66120 11.00862 -1.50222
H 2.95321 8.53133 -2.22483
H 1.85789 9.76813 -1.87815
H 1.82602 6.86184 -0.91759
H 0.60870 7.69359 -1.77462
H -0.82311 7.14117 0.36965
H -0.04488 7.44946 1.85281
H 0.66821 6.11443 0.74029
C 1.16538 -3.71185 -2.37340
O -0.25065 -3.45723 -2.27975
C -1.08449 -4.68417 -2.28607
C -2.56832 -4.31241 -1.89449
O -2.69562 -3.93713 -0.50825
C -4.08504 -3.77052 -0.10569
H 1.49433 -4.21875 -1.46625
H 1.74921 -2.83204 -2.64393
H 1.49328 -4.37266 -3.17585
H -0.76725 -5.39713 -1.52506
H -1.15532 -5.06624 -3.30446
H -3.14856 -5.20670 -2.12175
H -2.86383 -3.49859 -2.55666
H -4.55637 -4.68019 0.26642
H -4.64253 -3.30785 -0.92009
H -4.04684 -2.99965 0.66399
Cl 0.45692 -5.33274 7.52055
C 2.15860 -5.25287 7.99854
C 3.00374 -6.18008 7.10785
Cl 3.55561 -5.38401 5.56011
H 2.12254 -5.52182 9.05422
H 2.51329 -4.22336 8.04754
H 2.39143 -7.03115 6.80975
H 3.92863 -6.58018 7.52333
Cl -1.04292 -3.15568 4.92423
C -1.23959 -3.51403 3.17723
C -2.14474 -4.69586 2.85000
Cl -1.19331 -6.19522 3.24810
H -0.25940 -3.75428 2.76536
H -1.55305 -2.60286 2.66768
H -2.43633 -4.81444 1.80644
H -3.08064 -4.59681 3.39989
Cl 3.92967 1.38028 -2.54229
C 3.27255 -0.24463 -2.82357
C 2.24281 -0.14365 -3.88008
Cl 2.91141 0.35529 -5.42765
H 2.78702 -0.68150 -1.95092
H 4.14503 -0.85607 -3.05382
H 1.37517 0.44966 -3.59152
H 1.67767 -1.07150 -3.96845
Cl 1.92266 1.11380 5.75760
C 1.40340 -0.52458 5.52733
C 2.01319 -1.47629 6.57134
Cl 1.75771 -1.17319 8.27356
H 1.60275 -0.87017 4.51296
H 0.32427 -0.57932 5.67075
H 3.07028 -1.71923 6.46348
H 1.51208 -2.39820 6.27625
Cl -4.80131 -0.25413 0.41586
C -5.35624 1.43620 0.72034
C -6.78867 1.24245 1.04222
Cl -7.47955 2.75862 1.67448
H -5.03844 2.14015 -0.04878
H -4.86265 1.73053 1.64654
H -7.06336 0.48336 1.77464
H -7.30238 1.00596 0.11041
Cl 2.78622 -7.29665 -3.62202
C 3.57250 -6.97807 -2.02269
C 4.88183 -7.65109 -1.89852
Cl 5.97996 -7.11164 -3.16753
H 2.92811 -7.27645 -1.19576
H 3.75792 -5.91822 -1.84820
H 4.80197 -8.72858 -2.04251
H 5.37004 -7.47113 -0.94072
Cl 8.23288 -3.90779 -3.89692
C 8.63744 -2.94488 -2.40482
C 7.50192 -2.96612 -1.47002
Cl 6.35568 -1.73935 -2.02976
H 8.89936 -1.92288 -2.67873
H 9.51811 -3.50104 -2.08354
H 7.85473 -2.78724 -0.45433
H 7.01673 -3.94072 -1.52349
Cl -1.87223 0.34841 3.76967
C -1.70553 1.99818 4.48659
C -1.10553 3.02411 3.48721
Cl -0.96816 4.61577 4.33951
H -1.12922 1.72620 5.37090
H -2.67559 2.31453 4.87001
H -1.64667 3.10051 2.54412
H -0.11725 2.65204 3.21704
Cl 7.77190 -7.00243 4.20712
C 8.03334 -5.81076 5.54994
C 8.04690 -4.44494 4.89058
Cl 6.50111 -3.83443 4.36213
H 8.93216 -6.14021 6.07117
H 7.17703 -5.90837 6.21726
H 8.74793 -4.53032 4.06030
H 8.35276 -3.67174 5.59536
Cl -1.05046 5.60211 -2.68336
C -1.20701 6.83609 -3.99393
C -2.30240 6.44341 -4.98435
Cl -2.45234 7.73854 -6.20503
H -0.21684 6.85647 -4.44919
H -1.32626 7.80808 -3.51528
H -3.26747 6.51998 -4.48348
H -2.16147 5.46682 -5.44751
Cl -6.40551 1.05695 -2.68312
C -7.14338 0.08333 -3.97230
C -6.98942 0.77941 -5.31514
Cl -7.45496 -0.31893 -6.63608
H -8.17618 0.14875 -3.63005
H -6.55264 -0.83230 -3.94475
H -5.93529 1.01463 -5.46210
H -7.58810 1.69027 -5.31946
*
```

No. 3
Entry from OMol25: a molecular structure, C4H11N3O2P at a distorted geometry (ωB97M-V/def2-TZVPD).

HOMO level (eV): -12.5
Kohn-Sham gap (Eh): 0.303
Lowest unoccupied orbital energy (eV): -4.1974
Energy above the lowest of the compared OMol25 structures with the same formula, charge and spin (kcal/mol): 0.0
Energy (Eh): -814.86636

Structure (ORCA input):
```
! RIJCOSX wB97M-V def2-TZVPD def2/J DEFGRID3
* xyz 1 1
N 0.22350 -2.31470 -2.59648
P -0.02728 -0.68105 -2.64171
N -1.38979 -0.33979 -1.66855
C -2.24042 -1.16312 -2.03942
O -3.02075 -1.87570 -2.42125
H 0.65536 -2.68922 -3.43412
H 0.69647 -2.62050 -1.75316
H 1.07399 0.09427 -2.24414
H -0.43655 -0.38631 -3.95045
C 1.23287 2.15821 2.45387
C 0.66389 1.72501 1.12875
O 0.84469 2.35361 0.09550
N -0.07415 0.58306 1.08785
C -0.40861 -0.33101 2.16898
H 1.79170 3.07726 2.31154
H 0.43239 2.34425 3.17048
H 1.90727 1.39663 2.84697
H -0.42164 0.38879 0.16645
H -0.02726 -1.32759 1.93731
H -1.49314 -0.39002 2.27216
H 0.01748 -0.00206 3.10940
*
```

No. 4
Entry from OMol25: a molecular structure, C32H34AlAsN5O3PS2 at a distorted geometry (ωB97M-V/def2-TZVPD).

HOMO level (eV): -13.4
Kohn-Sham gap (Eh): 0.299
Lowest unoccupied orbital energy (eV): -5.2333
Energy above the lowest of the compared OMol25 structures with the same formula, charge and spin (kcal/mol): 31.9
Energy (Eh): -5354.90498

Structure (ORCA input):
```
! RIJCOSX wB97M-V def2-TZVPD def2/J DEFGRID3
* xyz 2 1
Al 0.62287 0.74212 -0.11472
O 3.74137 1.96442 -0.95022
S 2.93427 0.81062 -0.73342
O 1.66717 0.83192 -1.58492
O 2.38337 0.69632 0.65678
C 3.70727 -0.72928 -1.03832
C 4.96627 -0.80818 -1.60422
C 5.55067 -2.05448 -1.77812
C 4.86947 -3.19318 -1.36782
C 3.59957 -3.09668 -0.81742
C 2.98967 -1.85198 -0.64552
P 1.27947 -1.77318 0.04988
C 0.52607 -2.97448 -1.09842
C 0.07347 -2.41418 -2.29412
C -0.38133 -3.22698 -3.31552
C -0.38973 -4.60428 -3.14402
C 0.02367 -5.16098 -1.94392
C 0.47837 -4.35178 -0.91402
C 1.52087 -2.57068 1.66708
C 2.73677 -2.47048 2.34128
C 2.85997 -3.00498 3.61198
C 1.77937 -3.60888 4.23488
C 0.56637 -3.69618 3.57178
C 0.43687 -3.18738 2.29238
H 5.46247 0.10202 -1.90262
H 6.52667 -2.12888 -2.23342
H 5.33237 -4.16198 -1.48902
H 3.07557 -3.99498 -0.52112
H 0.10127 -1.32908 -2.40642
H -0.71873 -2.79168 -4.24402
H -0.72273 -5.24058 -3.94932
H 0.00447 -6.23248 -1.81612
H 0.79207 -4.79858 0.01848
H 3.58437 -1.98338 1.87638
H 3.80457 -2.94678 4.12668
H 1.88207 -4.01598 5.22878
H -0.27993 -4.15818 4.05508
H -0.50493 -3.29078 1.77008
N 2.68207 6.70192 0.36968
C 2.66687 5.39982 0.11108
N 3.68077 4.81432 -0.51192
N 1.57827 4.73162 0.48708
C 1.16417 3.57182 0.41558
N 0.55547 2.55422 0.42348
H 3.46037 7.29032 0.11478
H 1.88937 7.12252 0.82898
H 4.50227 5.33902 -0.77032
H 3.69367 3.81332 -0.69512
S -0.64013 5.87222 -1.88082
C -1.81043 5.82172 -0.62432
C -2.20063 4.54042 -0.40162
N -1.59013 3.60482 -1.17252
C -0.75613 4.15532 -1.99162
H -2.15273 6.71992 -0.15122
H -2.94683 4.23422 0.30948
H -0.17293 3.60322 -2.70332
C -2.28623 -1.39848 -0.08442
As -1.76703 0.46672 -0.35712
C -3.02773 0.87562 -1.79262
C -2.45613 1.27042 1.30098
C -3.89013 0.89612 1.50078
C -4.90733 1.64002 0.91168
C -6.22863 1.24652 1.02568
C -6.54933 0.10422 1.73708
C -5.54813 -0.63848 2.33918
C -4.22583 -0.24848 2.21598
H -3.35363 -1.44678 0.14918
H -1.73033 -1.82238 0.75218
H -2.09583 -2.00268 -0.97252
H -4.02653 0.58122 -1.45982
H -2.76263 0.30412 -2.68352
H -3.01553 1.93662 -2.02622
H -2.31253 2.34692 1.23108
H -1.82773 0.89742 2.11828
H -4.64883 2.54072 0.37308
H -7.00303 1.82322 0.54588
H -7.57653 -0.20488 1.83778
H -5.80263 -1.52538 2.89758
H -3.44323 -0.82858 2.68798
*
```

What did the third record say?
Entry from OMol25: a molecular structure, C4H11N3O2P at a distorted geometry (ωB97M-V/def2-TZVPD).

HOMO level (eV): -12.5
Kohn-Sham gap (Eh): 0.303
Lowest unoccupied orbital energy (eV): -4.1974
Energy above the lowest of the compared OMol25 structures with the same formula, charge and spin (kcal/mol): 0.0
Energy (Eh): -814.86636

Structure (ORCA input):
```
! RIJCOSX wB97M-V def2-TZVPD def2/J DEFGRID3
* xyz 1 1
N 0.22350 -2.31470 -2.59648
P -0.02728 -0.68105 -2.64171
N -1.38979 -0.33979 -1.66855
C -2.24042 -1.16312 -2.03942
O -3.02075 -1.87570 -2.42125
H 0.65536 -2.68922 -3.43412
H 0.69647 -2.62050 -1.75316
H 1.07399 0.09427 -2.24414
H -0.43655 -0.38631 -3.95045
C 1.23287 2.15821 2.45387
C 0.66389 1.72501 1.12875
O 0.84469 2.35361 0.09550
N -0.07415 0.58306 1.08785
C -0.40861 -0.33101 2.16898
H 1.79170 3.07726 2.31154
H 0.43239 2.34425 3.17048
H 1.90727 1.39663 2.84697
H -0.42164 0.38879 0.16645
H -0.02726 -1.32759 1.93731
H -1.49314 -0.39002 2.27216
H 0.01748 -0.00206 3.10940
*
```